C39H69FIN2O2SbSi3Sn | wB97M-V/def2-TZVPD

Output
Gap between HOMO and LUMO   5.94 eV
Energy above the lowest of the compared OMol25 structures with the same formula, charge and spin   1.1119 eV

```
! RIJCOSX wB97M-V def2-TZVPD def2/J DEFGRID3
* xyz -2 1
Sn -0.292 0.593 0.473
C -3.013 4.843 -4.424
C -4.154 3.994 -3.858
C -4.787 3.222 -5.025
C -5.205 4.938 -3.258
C -3.668 3.023 -2.780
C -2.378 3.077 -2.266
C -1.969 2.221 -1.248
N -0.704 2.272 -0.682
C 0.387 2.478 -1.559
C 0.842 3.715 -1.944
C 1.971 3.842 -2.759
C 2.617 2.675 -3.133
C 2.209 1.390 -2.746
C 1.056 1.274 -1.951
O 0.578 0.135 -1.497
C 3.093 0.209 -3.179
C 3.232 0.204 -4.711
C 4.486 0.382 -2.551
C 2.577 -1.175 -2.767
C 2.449 5.234 -3.164
C 3.735 5.193 -3.990
C 2.720 6.069 -1.903
C 1.364 5.928 -4.000
C -2.839 1.201 -0.776
O -2.348 0.315 0.117
C -4.143 1.141 -1.290
C -4.533 2.071 -2.261
C -5.093 0.018 -0.875
C -5.195 -0.060 0.655
C -6.518 0.198 -1.409
C -4.542 -1.283 -1.475
H -3.391 5.476 -5.233
H -2.582 5.495 -3.662
H -2.212 4.218 -4.821
H -5.092 3.912 -5.819
H -4.073 2.508 -5.440
H -5.668 2.664 -4.706
H -5.583 5.634 -4.015
H -6.048 4.373 -2.855
H -4.771 5.516 -2.440
H -1.656 3.790 -2.636
H 0.310 4.584 -1.572
H 3.510 2.750 -3.741
H 3.683 1.124 -5.088
H 3.861 -0.635 -5.027
H 2.251 0.094 -5.178
H 4.957 1.317 -2.860
H 4.408 0.395 -1.462
H 5.139 -0.447 -2.842
H 1.589 -1.374 -3.182
H 3.278 -1.927 -3.149
H 2.495 -1.288 -1.687
H 4.551 4.732 -3.429
H 3.598 4.632 -4.916
H 4.035 6.212 -4.252
H 3.409 5.541 -1.240
H 3.156 7.038 -2.167
H 1.802 6.251 -1.343
H 1.179 5.371 -4.922
H 0.423 5.979 -3.450
H 1.665 6.948 -4.262
H -5.547 2.034 -2.635
H -5.652 0.855 1.039
H -5.822 -0.909 0.951
H -4.216 -0.164 1.115
H -6.961 1.136 -1.065
H -6.553 0.178 -2.500
H -7.138 -0.624 -1.040
H -3.501 -1.424 -1.190
H -5.126 -2.151 -1.150
H -4.583 -1.225 -2.566
F 1.875 -2.102 0.629
N -1.171 1.986 3.477
C -0.883 1.553 2.443
I 2.645 2.689 1.333
C 1.794 0.736 1.110
H 1.852 0.300 2.103
H 2.431 0.178 0.434
C -2.210 -4.008 4.399
Si -2.266 -2.539 3.194
C -2.754 -1.052 4.234
C -3.722 -2.945 2.078
Sb -0.122 -2.062 1.722
Si -0.305 -4.133 0.253
C -1.600 -3.744 -1.048
C -0.879 -5.637 1.244
C 1.288 -4.607 -0.596
Si 1.590 -2.277 3.605
C 1.425 -0.765 4.712
C 1.250 -3.780 4.703
C 3.366 -2.437 3.048
H -3.245 -4.292 4.620
H -1.728 -3.747 5.341
H -1.702 -4.885 3.994
H -3.740 -1.220 4.679
H -2.787 -0.137 3.642
H -2.039 -0.877 5.042
H -4.651 -2.926 2.658
H -3.627 -3.934 1.622
H -3.807 -2.211 1.282
H -2.588 -3.608 -0.603
H -1.663 -4.546 -1.790
H -1.345 -2.817 -1.569
H -1.883 -5.504 1.649
H -0.203 -5.831 2.081
H -0.884 -6.524 0.603
H 1.704 -3.743 -1.112
H 1.098 -5.420 -1.306
H 2.033 -4.932 0.132
H 0.380 -0.525 4.919
H 1.867 0.124 4.260
H 1.934 -0.949 5.665
H 0.480 -3.565 5.444
H 2.171 -4.033 5.236
H 0.933 -4.658 4.138
H 3.623 -1.636 2.358
H 3.518 -3.378 2.517
H 4.021 -2.409 3.926
*
```

These are the Löwdin partial charges, in e, on atoms 1 to 4: Sn 0.9042; C -0.0784; C -0.5590; C -0.0628


C39H70N5O41S9 | wB97M-V/def2-TZVPD

Output
Gap between HOMO and LUMO   6.16 eV

```
! RIJCOSX wB97M-V def2-TZVPD def2/J DEFGRID3
* xyz -1 1
C 1.445 1.810 1.076
C 1.042 0.606 0.093
C 2.396 -0.221 -0.233
C -0.060 -0.400 0.681
C -0.199 -1.757 -0.205
C -1.514 0.306 0.874
O -2.301 0.235 -0.335
C -3.002 1.497 -0.589
C -1.832 2.508 -1.125
O -1.469 3.570 -0.503
O -1.127 2.196 -2.299
C -3.968 1.162 -1.858
C -4.157 2.283 -2.942
C -5.086 1.786 -4.124
C -5.600 0.339 -4.007
N -5.415 -0.652 -2.982
C -4.583 -0.256 -1.897
N -3.729 2.019 0.593
C -4.740 1.066 1.129
C -5.070 1.297 2.715
C -6.635 1.105 3.058
C -6.896 -0.467 3.400
N -6.604 -1.330 2.196
C -5.836 -2.534 2.550
N -6.227 -3.718 2.076
N -4.628 -2.493 3.421
C -4.449 3.292 0.320
C -3.921 4.356 1.454
C -3.783 5.780 0.710
O -4.781 6.417 0.277
O -2.485 6.390 0.473
H 2.015 2.639 0.499
H 0.532 2.339 1.548
H 2.092 1.416 1.935
H 0.660 1.065 -0.883
H 2.448 -1.142 0.445
H 3.281 0.482 -0.026
H 2.375 -0.490 -1.360
H 0.266 -0.756 1.733
H -0.247 -1.503 -1.318
H -1.172 -2.303 0.097
H 0.653 -2.499 -0.031
H -2.053 -0.343 1.675
H -1.340 1.352 1.293
H -3.674 3.312 -2.904
H -5.342 2.471 -5.018
H -6.250 -0.005 -4.900
H -4.379 -0.989 -1.050
H -5.752 1.094 0.559
H -4.411 -0.044 1.067
H -4.518 0.456 3.294
H -4.651 2.279 3.120
H -7.305 1.360 2.168
H -6.881 1.683 4.019
H -6.301 -0.771 4.331
H -8.009 -0.663 3.667
H -7.519 -1.555 1.785
H -7.075 -3.600 1.489
H -4.389 -3.472 3.672
H -3.829 -2.095 2.889
H -4.208 3.782 -0.681
H -5.583 3.250 0.450
H -4.691 4.476 2.304
H -2.879 4.083 1.847
H -2.243 6.122 -0.448
C 6.560 -2.304 -0.025
C 5.746 -3.168 -0.975
O 5.100 -4.134 -0.142
S 4.787 -3.454 1.302
O 3.426 -3.003 1.301
O 5.326 -4.296 2.328
O 5.749 -2.157 1.141
H 7.489 -2.805 0.266
H 6.793 -1.328 -0.452
H 6.366 -3.662 -1.725
H 4.970 -2.580 -1.475
C -2.512 9.128 -3.114
C -1.414 8.078 -3.179
O -1.831 7.166 -4.194
S -2.667 7.977 -5.323
O -1.780 8.287 -6.405
O -3.925 7.320 -5.515
O -2.917 9.335 -4.469
H -3.376 8.761 -2.553
H -2.165 10.063 -2.674
H -1.277 7.562 -2.229
H -0.463 8.520 -3.492
C 9.820 1.495 1.520
C 10.944 0.473 1.429
O 10.536 -0.436 0.408
S 9.666 0.369 -0.700
O 10.533 0.713 -1.789
O 8.422 -0.318 -0.884
O 9.395 1.708 0.174
H 8.972 1.100 2.087
H 10.150 2.432 1.968
H 11.105 -0.053 2.370
H 11.879 0.942 1.110
C -3.244 -5.791 6.933
C -1.766 -6.109 7.109
O -1.079 -5.087 6.389
S -1.943 -3.714 6.463
O -1.405 -2.901 7.512
O -2.141 -3.232 5.130
O -3.333 -4.367 6.989
H -3.604 -6.117 5.953
H -3.858 -6.242 7.713
H -1.504 -7.094 6.723
H -1.469 -6.039 8.160
C 2.507 6.272 2.335
C 1.519 6.378 3.486
O 1.463 5.069 4.049
S 2.914 4.359 3.885
O 3.634 4.517 5.116
O 2.726 3.090 3.251
O 3.534 5.393 2.799
H 2.041 5.817 1.456
H 2.929 7.240 2.062
H 0.530 6.698 3.157
H 1.884 7.063 4.258
C 14.039 -2.685 -1.152
C 13.222 -3.545 -2.104
O 12.577 -4.509 -1.272
S 12.266 -3.838 0.173
O 10.907 -3.387 0.175
O 12.806 -4.687 1.192
O 13.231 -2.541 0.016
H 14.967 -3.188 -0.864
H 14.273 -1.708 -1.576
H 13.840 -4.037 -2.855
H 12.446 -2.955 -2.602
C -8.887 4.110 -3.913
C -9.874 4.211 -2.760
O -9.957 2.890 -2.226
S -8.519 2.155 -2.407
O -7.797 2.272 -1.174
O -8.731 0.904 -3.069
O -7.879 3.202 -3.469
H -9.361 3.686 -4.802
H -8.445 5.076 -4.163
H -10.856 4.558 -3.082
H -9.496 4.870 -1.973
C 6.331 -9.346 -0.298
C 5.467 -9.224 0.949
O 5.966 -8.078 1.636
S 6.514 -7.003 0.546
O 5.487 -6.027 0.314
O 7.857 -6.648 0.896
O 6.560 -8.006 -0.732
H 7.300 -9.798 -0.064
H 5.843 -9.923 -1.084
H 5.526 -10.109 1.584
H 4.422 -9.033 0.688
C -5.412 -2.745 -5.433
C -4.303 -3.781 -5.522
O -4.718 -4.681 -6.551
S -5.569 -3.859 -7.661
O -4.691 -3.522 -8.744
O -6.821 -4.527 -7.857
O -5.827 -2.520 -6.784
H -6.268 -3.130 -4.873
H -5.076 -1.816 -4.975
H -4.154 -4.312 -4.582
H -3.359 -3.323 -5.833
*
```

These are the Löwdin partial charges, in e, on atoms 1 to 4: C -0.1098; C -0.3494; C -0.0958; C -0.2701


C39H71BaN4O7 | wB97M-V/def2-TZVPD

Output
Gap between HOMO and LUMO   4.88 eV

```
! RIJCOSX wB97M-V def2-TZVPD def2/J DEFGRID3
* xyz -1 1
Ba -0.345 0.519 0.116
C 2.543 0.628 -1.700
C 2.330 1.949 -2.443
C 2.154 1.546 -3.918
C 1.613 2.652 -4.800
C 0.298 3.197 -4.201
C 0.435 3.604 -2.730
N 1.114 2.589 -1.931
O 1.152 2.957 -0.547
C -1.033 3.672 -2.245
C 1.014 5.014 -2.610
C 3.622 2.767 -2.312
H 1.662 -0.004 -1.636
H 2.818 0.894 -0.677
H 3.374 0.054 -2.115
H 1.517 0.658 -3.934
H 3.116 1.316 -4.390
H 1.479 2.291 -5.822
H 2.273 3.526 -4.847
H -0.426 2.379 -4.291
H -0.049 3.965 -4.896
H -1.059 3.997 -1.202
H -1.459 2.669 -2.280
H -1.691 4.331 -2.816
H 0.543 5.650 -3.371
H 2.075 5.100 -2.849
H 0.759 5.454 -1.647
H 4.509 2.169 -2.525
H 3.724 3.203 -1.314
H 3.563 3.641 -2.967
C -1.674 -0.800 2.847
C -2.526 0.409 3.196
C -1.926 0.890 4.548
C -2.410 2.273 4.971
C -2.142 3.246 3.851
C -2.729 2.865 2.506
N -2.411 1.473 2.177
O -2.964 1.107 0.902
C -2.045 3.724 1.445
C -4.241 3.194 2.506
C -3.983 -0.048 3.504
H -0.621 -0.621 3.065
H -1.846 -1.187 1.849
H -2.007 -1.626 3.486
H -0.836 0.863 4.607
H -2.285 0.203 5.322
H -1.864 2.504 5.890
H -3.486 2.299 5.170
H -1.061 3.439 3.780
H -2.456 4.236 4.213
H -2.506 3.574 0.466
H -1.008 3.415 1.276
H -2.070 4.789 1.689
H -4.694 2.885 1.566
H -4.416 4.271 2.629
H -4.761 2.819 3.392
H -4.269 -0.868 2.839
H -4.727 0.737 3.367
H -4.166 -0.422 4.517
C 0.759 -2.788 -2.240
C 1.746 -3.378 -1.228
C 3.070 -3.549 -1.994
C 4.245 -3.897 -1.087
C 4.414 -2.847 0.003
C 3.104 -2.603 0.777
N 1.985 -2.429 -0.154
O 0.813 -2.065 0.507
C 3.288 -1.315 1.582
C 2.861 -3.744 1.784
C 1.237 -4.778 -0.820
H 0.608 -3.505 -3.052
H 1.175 -1.897 -2.720
H -0.173 -2.452 -1.788
H 3.322 -2.643 -2.549
H 2.947 -4.362 -2.718
H 5.130 -3.993 -1.726
H 4.114 -4.889 -0.643
H 4.772 -1.911 -0.435
H 5.200 -3.194 0.681
H 4.333 -1.171 1.853
H 2.612 -1.280 2.436
H 2.968 -0.531 0.891
H 1.842 -3.724 2.177
H 3.574 -3.674 2.612
H 2.967 -4.754 1.377
H 1.975 -5.332 -0.239
H 1.024 -5.363 -1.719
H 0.322 -4.750 -0.224
C -2.970 -5.753 1.584
C -4.003 -5.543 0.665
C -3.993 -4.376 -0.080
C -2.945 -3.479 0.015
C -1.901 -3.719 0.900
C -1.868 -4.905 1.621
N -2.933 -2.291 -0.808
O -3.697 -2.217 -1.741
O -2.075 -1.499 -0.529
H -2.970 -6.624 2.229
H -4.802 -6.268 0.627
H -4.770 -4.338 -0.834
H -1.031 -3.064 0.948
H -1.010 -5.117 2.242
C -3.258 0.660 -3.214
C -1.930 -0.053 -3.320
O -0.975 0.216 -2.636
C -1.885 -1.170 -4.336
H -3.305 1.285 -4.113
H -3.235 1.310 -2.341
H -4.069 -0.059 -3.229
H -2.514 -1.988 -3.980
H -0.905 -1.637 -4.471
H -2.177 -0.937 -5.363
C 2.096 2.358 4.184
C 2.041 2.023 2.737
O 1.069 1.496 2.255
C 3.303 2.208 1.922
H 2.772 1.721 4.754
H 1.129 2.291 4.687
H 2.365 3.414 4.292
H 2.975 2.191 0.883
H 4.035 1.464 2.232
H 3.707 3.186 2.196
*
```

These are the Löwdin partial charges, in e, on atoms 1 to 4: Ba 1.9100; C -0.0748; C -0.5187; C -0.1458